No. 1
Density functional theory data (the ωB97M-V functional and the def2-TZVPD basis) for a cluster of 2 separate species, C7H15N2O in total in a non-equilibrium geometry.

The geometry in XYZ format:
```
25
Properties=species:S:1:pos:R:3:forces:R:3:mulliken_charge:R:1
C -2.558 0.884 -1.453 1.19 -1.40 1.10 -0.78
C -2.501 -0.064 -0.495 -2.00 0.08 1.64 -0.01
C 2.756 0.250 -0.407 0.81 1.54 1.59 -0.63
C 1.825 -0.707 -1.127 1.30 -0.12 -0.14 -0.73
C 1.207 0.502 -0.508 1.15 0.11 -0.27 -0.25
C -1.288 -0.929 -0.278 2.47 2.87 -1.22 0.08
C 0.188 0.330 0.510 -2.04 -1.53 1.48 0.14
N -0.419 1.468 1.161 0.87 -0.23 1.01 -0.63
N 0.615 -0.618 1.664 -1.25 -0.03 1.48 -0.30
O -1.266 -2.033 0.495 -0.88 -0.31 0.87 -0.53
H -3.285 1.644 -1.691 -0.37 -0.32 0.35 0.31
H -1.640 0.894 -2.007 0.24 0.37 -0.83 0.25
H -3.365 -0.197 0.286 1.60 0.22 -1.54 0.13
H 3.414 0.042 0.561 -2.09 -0.03 -1.90 0.21
H 3.284 1.097 -0.921 -0.50 -1.40 -0.05 0.27
H 1.943 -0.754 -2.207 -0.21 -0.19 0.20 0.32
H 1.687 -1.685 -0.621 0.00 0.72 -0.48 0.22
H 0.920 1.352 -1.141 0.36 -0.49 -0.01 0.49
H -0.746 -1.212 -1.194 -0.32 0.56 0.21 0.40
H 0.180 2.102 1.726 0.17 -1.05 -0.34 0.25
H -0.796 2.124 0.525 -0.93 0.25 -1.16 0.28
H 0.502 -1.623 1.340 0.46 1.20 0.48 0.37
H -0.176 -0.489 2.377 1.16 -0.19 -1.19 0.41
H 1.484 -0.431 2.254 -0.93 -0.26 -1.56 0.34
H -1.964 -1.945 1.153 -0.26 -0.38 0.28 0.37
```
Positions in Å, forces in eV/Å.

Properties
- Net charge: +1
- ΔE to the lowest compared entry with this formula, charge and spin: 5.023 eV
- DFT total energy: -460.088358 Eh

---

No. 2
Density functional theory data (the ωB97M-V functional and the def2-TZVPD basis) for a structure of composition C7H15N2O2 in a non-equilibrium geometry.

The geometry in XYZ format:
```
26
Properties=species:S:1:pos:R:3:forces:R:3:mulliken_charge:R:1
C -1.789 0.007 -0.170 0.30 -2.23 -0.50 0.29
C 0.260 -1.602 -0.349 0.85 -0.59 3.17 -1.15
C 1.769 -1.339 -0.103 -1.07 2.26 -1.37 -0.56
C -0.438 -0.453 0.348 0.37 0.35 -2.74 0.15
C 0.903 0.869 0.016 -3.60 -4.20 1.45 1.43
C 0.557 1.930 1.041 1.70 0.50 -4.18 -1.99
C 0.611 1.106 -1.431 3.71 5.10 3.00 -1.72
N -2.072 -0.200 -1.507 -0.76 0.13 0.47 -0.32
N -0.648 -0.705 1.740 -1.56 0.78 2.66 -0.13
O -2.552 0.364 0.709 -1.04 0.91 -0.78 -0.66
O 1.934 0.007 0.331 0.12 1.69 0.78 -0.51
H -0.140 -1.771 -1.292 0.31 0.26 -2.12 0.37
H 0.146 -2.608 0.060 -0.76 0.05 0.67 0.39
H 2.350 -1.861 0.586 0.19 -1.57 1.33 0.43
H 2.260 -1.386 -1.007 1.25 -0.59 -2.22 0.35
H 0.904 2.846 0.597 -0.24 0.94 -0.68 0.49
H 1.244 1.963 1.773 1.72 -0.76 3.57 0.57
H -0.455 2.079 1.205 -1.91 -0.07 0.75 0.52
H 1.482 1.818 -1.675 -1.01 -1.06 -0.39 0.43
H -0.218 1.748 -1.443 -1.49 0.35 -0.74 0.48
H 0.665 0.271 -1.970 -0.17 -2.99 -2.45 0.52
H -1.535 -0.798 -2.114 0.62 0.26 0.49 0.17
H -3.031 -0.268 -1.836 -0.07 0.69 0.69 0.31
H -0.206 0.016 2.254 1.38 1.08 0.98 0.36
H -0.346 -1.572 2.153 0.22 -0.64 -0.29 0.36
H -1.653 -0.464 2.086 0.95 -0.67 -1.54 0.42
```
Positions in Å, forces in eV/Å.

Properties
- Net charge: +1
- ΔE to the lowest compared entry with this formula, charge and spin: 2.377 eV
- DFT total energy: -535.392477 Eh

---

No. 3
Density functional theory data (the ωB97M-V functional and the def2-TZVPD basis) for a cluster of 2 separate species, C7H15N2O5 in total in a non-equilibrium geometry.

The geometry in XYZ format:
```
29
Properties=species:S:1:pos:R:3:forces:R:3:mulliken_charge:R:1
C 0.274 2.378 3.141 -0.94 -1.71 0.43 -0.91
C -0.648 1.417 2.835 2.95 -0.03 -1.69 -0.26
C -0.539 0.278 1.950 -0.39 0.07 -0.79 -0.40
C -1.403 2.103 -0.615 0.09 -1.23 2.03 -0.18
C 1.249 -3.291 -1.452 0.81 0.94 -2.06 -0.37
C 0.125 2.047 -0.841 -0.63 0.78 2.23 -0.62
C 0.103 -2.540 -2.209 -0.36 -0.73 -1.31 -0.50
N 0.427 -0.045 1.087 0.39 1.09 -0.15 1.05
N 1.386 0.792 0.568 -0.09 -1.69 0.72 -0.91
O 0.448 -1.306 0.684 0.91 1.12 0.49 -0.92
O -2.108 1.046 -1.252 0.38 -0.84 0.51 -0.60
O 2.290 -2.431 -1.021 0.84 0.01 -0.81 -0.61
O 0.902 2.117 0.368 -0.53 -0.83 0.77 -0.26
O -0.896 -1.977 -1.367 0.63 -0.37 -1.00 -0.58
H 0.029 3.027 3.962 0.02 0.45 0.09 0.32
H 1.309 2.252 2.860 -0.08 0.35 -0.41 0.32
H -1.596 1.391 3.229 -2.13 0.54 1.32 0.40
H -0.311 -1.751 -0.638 -0.30 1.00 1.67 0.52
H -1.390 -0.388 1.765 0.28 0.22 0.73 0.35
H -1.847 2.968 -1.022 -0.23 1.23 -0.74 0.45
H -1.614 2.200 0.529 0.45 -0.49 -1.82 0.05
H 1.722 -4.109 -2.142 -0.79 1.53 1.16 0.25
H 0.879 -3.735 -0.577 -1.07 -1.10 1.07 0.32
H 0.401 2.952 -1.303 0.52 0.85 -1.42 0.23
H 0.517 1.131 -1.212 -0.31 -0.61 -1.64 0.51
H -0.460 -3.237 -2.836 0.23 -0.47 -0.06 0.31
H 0.490 -1.806 -2.967 0.17 -0.27 0.93 0.24
H -1.702 0.179 -1.013 -0.33 0.73 -0.29 0.34
H 1.965 -1.662 -0.512 -0.50 -0.52 0.06 0.45
```
Positions in Å, forces in eV/Å.

Properties
- Net charge: -1
- ΔE to the lowest compared entry with this formula, charge and spin: 5.671 eV
- DFT total energy: -761.238496 Eh

---

No. 4
Density functional theory data (the ωB97M-V functional and the def2-TZVPD basis) for a cluster of 2 separate species, C7H15N2OS in total in a non-equilibrium geometry.

The geometry in XYZ format:
```
26
Properties=species:S:1:pos:R:3:forces:R:3:mulliken_charge:R:1
C -3.355 -1.708 -2.465 0.94 -1.89 1.30 0.19
C 0.244 1.201 0.900 -1.31 1.95 3.75 -0.49
C 0.904 -0.264 -0.842 -1.38 -0.92 0.49 -0.96
C -1.209 0.755 0.948 1.48 -0.39 -1.15 -0.59
C -0.585 -0.761 -0.946 0.90 0.75 -1.20 -0.73
C 1.989 1.915 -0.417 1.83 0.70 -3.36 -1.21
C -0.748 -1.729 1.243 -0.57 0.60 2.59 -0.81
N 0.848 1.081 -0.295 1.32 -1.70 -4.00 0.11
N -1.251 -0.636 0.338 -2.01 -1.88 0.66 0.12
O -2.888 -2.698 -2.797 -0.42 1.52 0.47 -0.17
S -3.015 -0.975 0.186 -0.66 -0.59 -1.97 -0.19
H -4.051 -0.941 -2.726 -0.41 0.76 -0.13 0.43
H 0.375 2.330 1.111 -0.76 -1.83 0.62 0.37
H 0.675 0.583 1.728 0.61 0.67 -0.14 0.29
H 1.560 -1.006 -0.303 -0.56 0.64 -0.04 0.28
H 1.210 -0.321 -1.861 0.66 0.57 -0.76 0.48
H -1.465 0.608 1.962 -0.73 0.09 1.03 0.37
H -1.927 1.352 0.405 -0.01 0.16 -0.12 0.39
H -1.175 -0.129 -1.621 0.59 0.36 0.01 0.47
H -0.726 -1.768 -1.369 0.41 0.14 0.70 0.48
H 2.745 1.868 0.328 0.67 -0.57 1.04 0.43
H 2.552 1.890 -1.439 -1.15 -0.77 1.63 0.30
H 1.677 2.928 -0.463 -0.58 1.17 0.37 0.46
H -0.698 -2.740 0.833 -0.33 0.50 -0.68 0.26
H 0.272 -1.417 1.499 -0.35 -0.38 0.51 0.43
H -1.492 -1.797 2.152 1.84 0.34 -1.61 0.31
```
Positions in Å, forces in eV/Å.

Properties
- Net charge: +1
- ΔE to the lowest compared entry with this formula, charge and spin: 3.706 eV
- DFT total energy: -858.256263 Eh

---

No. 5
Density functional theory data (the ωB97M-V functional and the def2-TZVPD basis) for a structure of composition C7H15N2PbTe in a non-equilibrium geometry.

The geometry in XYZ format:
```
26
Properties=species:S:1:pos:R:3:forces:R:3:mulliken_charge:R:1
C 1.040 -1.372 -1.290 3.35 -0.60 2.81 -1.24
Pb 0.281 1.104 -1.700 -0.88 1.24 1.38 0.84
N -1.024 3.271 -2.470 0.95 -0.62 -1.31 -0.73
N 1.884 0.981 -3.915 1.02 0.29 -1.34 -0.77
H -0.601 4.119 -2.136 0.17 0.39 0.16 0.27
H 0.463 -1.428 -2.175 -1.49 2.10 -0.96 0.33
H 0.535 -1.640 -0.343 0.00 -0.41 -0.93 0.31
H 2.009 -0.733 -0.884 -2.62 -0.89 -1.95 0.34
H 1.541 -2.173 -1.820 1.08 -1.40 1.28 0.40
H 2.392 1.907 -3.937 -0.69 -1.42 -0.14 0.30
H 1.312 0.916 -4.784 0.81 0.12 0.70 0.29
H 2.612 0.237 -3.979 -0.71 0.85 -0.07 0.27
H -0.892 3.241 -3.497 -0.30 0.27 0.84 0.31
H -1.998 3.317 -2.282 -1.01 0.06 0.16 0.27
Te -1.726 1.048 0.448 -0.49 1.02 -1.87 0.04
C -1.077 -0.286 1.811 0.59 -1.72 3.26 0.20
C -0.250 0.271 2.855 -0.78 -0.52 -1.10 -0.39
C 0.130 -0.514 3.947 -0.71 -0.48 -0.52 -0.56
C -0.376 -1.823 4.068 0.37 -0.27 0.22 -0.27
C -1.236 -2.375 3.101 0.31 0.81 0.12 -0.47
C -1.629 -1.602 2.001 0.45 1.48 -0.46 -0.43
H -0.053 1.355 2.766 0.41 -0.82 0.28 0.30
H 0.788 -0.123 4.709 -0.06 0.12 0.10 0.38
H -0.100 -2.427 4.969 -0.25 0.59 -1.01 0.31
H -1.596 -3.388 3.239 -0.15 0.15 -0.05 0.39
H -2.431 -1.883 1.298 0.65 -0.35 0.39 0.33
```
Positions in Å, forces in eV/Å.

Properties
- Net charge: +1
- DFT total energy: -845.797353 Eh

---

No. 6
Density functional theory data (the ωB97M-V functional and the def2-TZVPD basis) for a structure of composition C7H15N2S in a non-equilibrium geometry.

The geometry in XYZ format:
```
25
Properties=species:S:1:pos:R:3:forces:R:3:mulliken_charge:R:1
C 2.774 -1.358 0.390 0.00 1.02 0.23 -0.09
C -1.732 0.575 0.333 -0.96 0.85 0.62 -0.61
C -1.322 -0.992 -0.904 -0.84 0.24 -0.88 -0.23
C -2.679 -0.193 -0.627 3.16 -0.37 -1.49 0.22
C -3.798 -1.004 -0.127 -1.92 1.71 2.67 -1.47
C 2.440 1.968 0.520 2.77 1.15 2.11 -0.94
C 2.513 1.237 -0.785 -1.10 -0.25 -0.59 -0.26
N 1.612 -1.284 0.910 -0.84 0.82 -0.85 -0.59
N -0.594 -0.271 -0.164 -0.15 1.80 1.64 0.16
S 3.692 -0.150 -0.532 -1.19 -1.04 -0.03 -0.02
H -1.753 1.715 0.233 0.72 -1.75 0.11 0.29
H -1.995 0.250 1.351 0.40 0.54 -0.12 0.32
H -0.863 -1.775 -1.505 -0.64 -0.34 0.00 0.42
H -2.893 0.363 -1.573 -0.15 -0.31 0.87 0.35
H -3.693 -1.564 0.819 0.97 -0.42 -0.80 0.36
H -4.093 -1.557 -0.966 -1.18 -1.21 -0.65 0.41
H -4.621 -0.329 0.303 0.74 -0.57 -1.47 0.35
H 2.498 1.167 1.302 -0.55 1.08 -0.25 0.27
H 3.425 2.581 0.702 -1.72 -1.14 -0.41 0.30
H 1.645 2.696 0.726 -0.14 -0.49 -0.45 0.29
H 2.969 1.787 -1.629 -0.40 -0.14 0.45 0.41
H 1.445 0.957 -1.060 1.62 -0.24 -0.15 0.10
H 0.420 -0.435 0.276 -0.31 -0.36 -0.30 0.36
H 1.300 -2.140 1.375 0.44 0.23 -0.02 0.20
H 3.301 -2.242 0.629 1.28 -0.82 -0.24 0.38
```
Positions in Å, forces in eV/Å.

Properties
- Net charge: +1
- ΔE to the lowest compared entry with this formula, charge and spin: 3.262 eV
- DFT total energy: -783.083112 Eh

---

What is the formula in the first record? C7H15N2O